# 1
{"formula": "C18H28BeNO4P2", "method": "ωB97M-V/def2-TZVPD", "gap_ev": 8.33, "charge": 1, "relative_energy_kcal_mol": 0.0, "lumo_ha": -0.1148, "e_homo_ev": -11.45, "symbols": ["O", "H", "C", "P", "C", "C", "H", "H", "C", "H", "H", "C", "H", "C", "C", "H", "H", "H", "H", "C", "H", "H", "C", "O", "H", "C", "H", "H", "H", "H", "O", "H", "C", "H", "H", "C", "H", "H", "H", "C", "P", "H", "C", "O", "H", "Be", "C", "H", "C", "C", "C", "H", "N", "H"], "positions_angstrom": [[-0.911, -2.539, 1.832], [-2.967, -1.558, -1.096], [-1.273, -1.950, 6.040], [2.086, -1.038, 0.226], [2.138, -2.678, 1.065], [-0.177, -2.771, -4.061], [1.965, -2.950, -3.767], [1.782, 3.845, -2.446], [-1.252, -0.633, 6.526], [3.062, -3.202, 0.817], [1.262, -3.258, 0.768], [-1.011, -1.141, 3.754], [-0.215, -3.382, -4.970], [1.045, -1.771, -2.236], [1.020, -2.538, -3.403], [-2.184, 2.994, -1.431], [-4.514, 0.865, -0.320], [-1.181, -3.226, 4.298], [3.017, -2.352, -1.582], [-2.309, 2.037, -1.951], [-1.373, -2.778, 6.755], [3.804, 0.663, 0.143], [-3.620, 0.819, 0.307], [-1.153, 5.638, -0.834], [-3.219, -0.537, -2.547], [2.352, -1.485, -1.544], [-1.527, 4.897, -0.328], [-3.535, 1.733, 0.902], [3.664, -0.041, 1.773], [-2.305, -2.352, -3.992], [2.571, 3.647, -2.959], [-1.104, 1.455, 5.963], [-1.167, -2.200, 4.668], [-3.297, 1.973, -2.415], [2.338, 4.015, -3.853], [-1.016, 0.169, 4.241], [4.513, -0.955, 0.485], [-1.334, -0.425, 7.600], [-0.904, 0.983, 3.523], [-1.125, 0.423, 5.609], [-2.119, 0.662, -0.742], [2.836, -0.598, -1.996], [-1.250, -1.417, -2.383], [-0.537, -0.338, 1.587], [-1.601, 6.411, -0.433], [-0.165, -0.374, 0.065], [-2.500, -0.826, -1.773], [2.064, -2.526, 2.147], [-1.325, -2.208, -3.530], [-0.829, -1.419, 2.302], [3.687, -0.270, 0.703], [-1.521, 1.946, -2.706], [-0.080, -1.198, -1.722], [-3.674, -0.035, 0.987]], "nbo_charge": [-0.65, 0.28, -0.22, 0.76, -0.93, -0.10, 0.24, 0.47, -0.18, 0.24, 0.27, -0.14, 0.25, 0.26, -0.24, 0.24, 0.24, 0.23, 0.25, -0.92, 0.23, 0.25, -0.92, -0.93, 0.25, -0.76, 0.46, 0.25, 0.26, 0.24, -0.94, 0.22, -0.17, 0.24, 0.47, -0.19, 0.24, 0.23, 0.22, -0.22, 0.76, 0.27, 0.26, -1.01, 0.48, 1.51, -0.76, 0.26, -0.24, 0.77, -0.92, 0.25, -0.65, 0.26]}

# 2
{"formula": "C13H29CeClIN2OP2", "method": "ωB97M-V/def2-TZVPD", "gap_ev": [2.97, 3.13], "charge": 3, "lumo_ha": [-0.5426, -0.5382], "e_homo_ev": [-17.73, -17.77], "symbols": ["C", "Cl", "H", "H", "H", "C", "C", "H", "H", "H", "H", "H", "C", "H", "C", "N", "I", "H", "C", "C", "H", "H", "H", "H", "H", "H", "N", "H", "C", "P", "Ce", "H", "H", "C", "C", "C", "H", "C", "H", "H", "H", "C", "H", "H", "H", "H", "O", "P", "H", "H"], "positions_angstrom": [[-2.178, -0.354, 2.953], [-1.246, -2.891, 1.274], [3.659, -1.618, 0.931], [2.247, -0.479, 2.066], [-3.474, 1.267, -2.780], [2.483, -0.584, 4.834], [-3.376, 0.183, -2.633], [-4.349, -0.295, -2.817], [2.454, -1.558, 5.343], [-2.508, -1.387, 3.176], [4.300, -0.542, -2.443], [-3.373, 1.222, 1.014], [-0.131, 1.058, -3.788], [3.451, -0.507, 4.317], [-0.205, 1.232, -2.242], [1.396, -0.389, 2.610], [0.743, -3.779, -1.692], [-3.194, -2.589, -0.901], [-0.716, -0.303, 3.048], [-3.779, 1.084, 0.002], [-2.585, -0.083, 1.967], [-3.722, 2.056, -0.512], [0.783, 0.540, -4.096], [-4.731, -1.672, -1.015], [4.162, -1.977, -0.753], [2.574, -2.518, -0.167], [0.175, -0.361, 1.997], [-4.841, 0.800, 0.096], [3.574, 1.122, 0.226], [2.628, -0.112, -0.730], [-0.064, -1.185, -0.504], [3.532, 2.085, -0.292], [-2.652, -0.208, -3.360], [1.325, -0.430, 3.949], [3.339, -0.004, -2.403], [-3.744, -1.711, -0.542], [-0.411, -0.436, 5.260], [-0.022, -0.338, 4.260], [-3.852, -1.843, 0.541], [-0.108, 2.046, -4.305], [3.489, 1.050, -2.674], [3.319, -1.702, -0.110], [2.418, 0.193, 5.610], [-0.979, 0.514, -4.216], [3.122, 1.253, 1.216], [-2.648, 0.324, 3.689], [-0.240, 2.343, -1.813], [-2.816, -0.170, -0.928], [2.641, -0.453, -3.130], [4.619, 0.812, 0.353]], "lowdin_charge": [-0.05, 0.22, 0.07, 0.11, 0.07, 0.02, -0.23, 0.08, 0.12, 0.09, 0.08, 0.04, 0.07, 0.10, -0.11, 0.03, 0.64, 0.04, -0.33, -0.20, 0.02, 0.07, 0.10, 0.08, 0.08, -0.06, -0.09, 0.10, -0.21, 0.74, 0.11, 0.07, 0.03, -0.25, -0.23, -0.24, 0.15, 0.07, 0.05, 0.15, 0.07, -0.25, 0.12, 0.10, 0.05, 0.12, 0.29, 0.79, 0.04, 0.09]}

# 3
{"formula": "C2H8NO2", "method": "ωB97M-V/def2-TZVPD", "gap_ev": 12.27, "charge": 1, "relative_energy_kcal_mol": 41.6, "lumo_ha": -0.1408, "e_homo_ev": -16.10, "symbols": ["H", "C", "O", "N", "H", "H", "H", "H", "O", "H", "H", "C", "H"], "positions_angstrom": [[0.915, -0.240, -1.659], [-0.317, 0.771, -0.548], [-0.519, 1.600, 0.440], [0.796, 0.125, -0.735], [-2.590, -0.959, 0.725], [1.243, -1.218, 0.839], [-2.184, -1.543, -0.775], [1.402, 0.250, 1.422], [-1.927, -0.938, -0.007], [-1.057, 0.866, -1.376], [2.540, -0.389, 0.156], [1.532, -0.257, 0.486], [0.167, 1.932, 1.032]], "nbo_charge": [0.45, 0.61, -0.62, -0.51, 0.52, 0.24, 0.51, 0.24, -0.99, 0.23, 0.24, -0.46, 0.54]}

The following energy values (in a.u.) correspond, in order, to the records above: -1755.8063, -2612.0682, -285.9522.
The following F_max values (in hartree/bohr) correspond, in order, to the records above: 0.030, 0.159, 0.060.